# 1
75
Properties=species:S:1:pos:R:3:forces:R:3 method="wB97M-V/def2-TZVPD" multiplicity=1 total_charge=-1 e_tot_ev=-560766.7957 gap_ev=6.231 max_force_ha_per_bohr=0.00915 homo_energy_ev=-4.82
C -0.927 -2.216 0.100 -0.43 0.18 0.05
C -2.003 -1.139 0.179 0.38 0.14 0.00
S -3.412 -1.735 1.136 -0.10 -0.19 -0.23
C -4.706 -0.590 0.563 -0.11 -0.03 0.28
B -6.152 -1.200 0.139 -0.06 -0.12 0.29
Cl -6.383 -3.031 0.486 0.01 0.05 0.01
Br -6.387 -0.903 -1.939 0.00 0.00 -0.23
H -1.346 -3.113 -0.353 0.10 -0.07 -0.05
H -0.599 -2.472 1.106 0.16 0.00 -0.05
H -0.077 -1.867 -0.489 0.09 -0.06 0.04
H -1.584 -0.250 0.649 -0.01 0.06 -0.04
H -2.332 -0.853 -0.821 -0.12 -0.10 -0.03
H -4.883 0.114 1.379 0.06 0.14 -0.05
H -4.279 -0.037 -0.272 0.00 0.09 0.01
H -7.063 -0.612 0.661 -0.01 0.04 -0.17
C -9.838 -0.181 -2.064 0.12 0.00 -0.07
Cl -11.115 -0.340 -3.291 -0.05 -0.02 -0.02
Cl -9.491 1.522 -1.765 -0.03 0.01 0.00
Cl -10.276 -1.009 -0.584 -0.08 -0.04 0.08
H -8.932 -0.643 -2.444 0.03 0.05 0.02
C 0.362 2.560 1.406 -0.06 0.09 -0.04
Cl -1.287 2.171 1.873 -0.01 0.02 0.07
Cl 1.408 2.716 2.820 0.03 -0.10 -0.01
Cl 0.996 1.372 0.272 0.15 -0.11 0.07
H 0.339 3.522 0.908 0.06 -0.01 -0.02
C -3.901 4.843 3.812 0.01 0.01 -0.03
Cl -4.357 3.282 3.157 -0.04 -0.04 -0.01
Cl -3.352 4.705 5.485 0.02 0.00 0.01
Cl -2.664 5.624 2.816 -0.01 0.01 -0.01
H -4.774 5.482 3.802 0.00 0.00 0.01
C 1.114 -5.725 1.050 0.05 0.04 0.03
Cl 2.754 -5.140 0.756 0.02 0.03 -0.12
Cl 0.316 -4.742 2.274 -0.01 -0.13 0.06
Cl 0.190 -5.769 -0.448 -0.03 -0.01 -0.01
H 1.180 -6.739 1.423 0.03 0.01 0.02
C 2.184 6.811 4.421 0.01 0.02 0.00
Cl 0.697 5.971 4.009 -0.07 0.08 0.04
Cl 2.997 6.021 5.779 0.01 0.00 0.01
Cl 3.263 6.927 3.032 -0.09 -0.12 -0.17
H 1.934 7.818 4.729 0.01 0.00 0.01
C 5.879 -5.158 -2.308 -0.02 0.00 -0.01
Cl 7.239 -6.130 -1.739 0.01 0.00 0.00
Cl 4.459 -6.160 -2.596 -0.01 0.00 0.01
Cl 5.529 -3.850 -1.183 -0.11 -0.04 0.05
H 6.165 -4.699 -3.244 -0.01 -0.16 0.00
C 5.902 10.156 4.485 -0.02 0.02 -0.01
Cl 5.166 8.719 5.187 0.10 0.06 0.15
Cl 7.274 9.728 3.463 0.01 0.00 -0.01
Cl 4.711 11.093 3.580 -0.01 0.00 0.00
H 6.269 10.778 5.290 0.00 0.00 0.00
C 7.440 -2.714 -6.180 -0.02 -0.04 0.01
Cl 8.600 -3.997 -6.514 0.01 -0.01 0.00
Cl 7.008 -2.687 -4.467 0.03 0.16 -0.02
Cl 8.058 -1.147 -6.692 0.01 0.01 0.00
H 6.539 -2.921 -6.743 0.00 0.00 0.00
C 8.362 -1.087 0.322 -0.02 0.00 0.02
Cl 6.805 -1.338 1.108 -0.01 -0.01 0.01
Cl 9.686 -1.587 1.377 0.01 0.00 0.00
Cl 8.440 -1.926 -1.225 0.11 0.06 -0.02
H 8.471 -0.028 0.132 0.00 0.00 0.00
C -10.763 -2.637 -6.704 0.02 0.04 0.02
Cl -11.084 -3.726 -5.361 0.00 -0.02 0.01
Cl -9.171 -1.904 -6.566 0.01 -0.01 0.02
Cl -10.938 -3.478 -8.253 -0.02 0.00 -0.02
H -11.500 -1.845 -6.678 0.00 0.00 0.01
C -0.783 2.979 -3.647 -0.01 -0.01 -0.01
Cl 0.588 1.941 -4.044 0.02 -0.01 0.00
Cl -1.135 2.925 -1.928 -0.13 0.05 0.00
Cl -0.490 4.636 -4.190 0.00 0.01 0.00
H -1.649 2.605 -4.177 0.00 -0.01 0.00
C 4.194 -5.465 4.788 0.00 0.10 -0.05
Cl 5.361 -4.665 3.735 0.01 0.00 0.00
Cl 3.218 -6.615 3.884 0.01 -0.16 0.11
Cl 5.005 -6.249 6.147 0.00 -0.01 0.00
H 3.532 -4.708 5.187 0.00 0.00 0.00

***

# 2
19
Properties=species:S:1:pos:R:3:forces:R:3 method="wB97M-V/def2-TZVPD" multiplicity=1 total_charge=0 e_tot_ev=-6885.8466 gap_ev=10.088 max_force_ha_per_bohr=0.01502 de_lowest_kcal_mol=8.1 homo_energy_ev=-8.89
C -1.364 -1.824 -1.191 0.13 0.29 -0.18
C -1.131 -0.877 -0.014 0.08 0.02 0.27
C 0.186 -0.098 -0.112 -0.16 0.17 -0.31
C 0.058 1.040 -1.138 -0.20 -0.04 -0.04
C 0.590 0.397 1.276 0.51 -0.19 -0.15
N 1.602 1.440 1.225 -0.68 0.25 -0.26
H -2.408 -1.845 -1.501 -0.05 -0.26 0.13
H -0.801 -1.495 -2.069 -0.01 -0.01 0.04
H -1.015 -2.827 -0.941 -0.16 -0.01 -0.12
H -1.948 -0.155 0.113 0.07 -0.03 -0.21
H -1.133 -1.456 0.910 0.03 -0.07 0.10
H 0.964 -0.786 -0.478 -0.10 0.03 0.14
H -0.648 0.794 -1.933 0.10 -0.25 -0.07
H -0.333 1.948 -0.687 0.05 0.13 0.25
H 1.007 1.283 -1.610 0.07 0.09 0.03
H -0.282 0.821 1.779 -0.11 -0.13 0.06
H 0.941 -0.490 1.833 -0.30 0.15 0.10
H 2.330 1.282 0.550 0.30 -0.10 0.31
H 1.904 1.729 2.138 0.43 -0.05 -0.08

***

# 3
9
Properties=species:S:1:pos:R:3:forces:R:3 method="wB97M-V/def2-TZVPD" multiplicity=1 total_charge=0 e_tot_ev=-17527.8637 gap_ev="6.382 / 6.382" max_force_ha_per_bohr=0.07349 de_lowest_kcal_mol=94.0 homo_energy_ev="-8.45 / -8.45"
N 0.779 -2.164 -0.089 2.65 0.54 0.31
C 1.229 -0.998 -0.020 -1.31 -1.15 0.00
C 2.374 -0.311 -0.038 1.87 3.28 -0.12
O 2.995 0.688 0.027 -0.96 -2.51 -0.12
H -0.196 -2.097 0.154 -1.70 -0.07 -0.19
C -0.221 0.458 -0.101 -1.94 -1.59 -0.48
S -1.571 -0.553 0.012 0.03 0.72 -0.19
H -0.148 1.103 0.728 0.96 0.76 0.90
H 0.050 0.842 -1.075 0.40 0.02 -0.11

***

# 4
57
Properties=species:S:1:pos:R:3:forces:R:3 method="wB97M-V/def2-TZVPD" multiplicity=1 total_charge=+3 e_tot_ev=-186615.7209 gap_ev=7.134 max_force_ha_per_bohr=0.00991 de_lowest_kcal_mol=13.9 homo_energy_ev=-16.93
Zr -0.909 -0.425 0.963 -0.04 -0.05 0.51
O 0.896 -1.709 1.359 -0.02 -0.02 -0.08
S 1.545 -0.702 0.458 -0.09 0.08 -0.15
O 0.622 -0.703 -0.739 0.19 -0.01 -0.17
N 1.126 0.590 1.261 0.02 0.00 -0.03
C 1.219 1.905 0.717 0.03 -0.02 0.00
C 2.377 2.613 0.545 -0.04 0.00 -0.02
C 2.327 3.958 0.117 0.00 0.00 0.00
C 1.130 4.585 -0.084 0.00 0.01 0.00
C -0.083 3.880 0.113 -0.01 -0.01 0.01
C -1.357 4.470 -0.013 -0.01 -0.01 0.01
C -2.488 3.723 0.225 0.00 0.01 0.00
C -2.354 2.377 0.552 0.02 -0.02 -0.01
N -1.170 1.769 0.670 0.00 0.16 -0.01
C -0.027 2.523 0.486 0.03 -0.01 0.00
C 3.180 -0.962 0.063 0.08 -0.03 0.01
C 3.525 -1.354 -1.232 -0.04 0.01 -0.01
C 4.861 -1.587 -1.498 0.01 0.00 0.01
C 5.808 -1.434 -0.490 -0.01 0.00 0.01
C 5.442 -1.044 0.797 0.02 -0.01 -0.02
C 4.115 -0.802 1.092 -0.03 0.00 0.01
H 3.332 2.151 0.761 0.01 0.00 0.00
H 3.252 4.500 -0.021 0.00 0.00 0.00
H 1.092 5.626 -0.378 0.00 0.00 0.00
H -1.436 5.516 -0.282 0.00 0.00 0.00
H -3.476 4.156 0.161 0.00 0.00 0.00
H -3.235 1.768 0.717 0.00 0.00 -0.01
H 2.771 -1.468 -1.998 0.00 0.00 0.00
H 5.168 -1.890 -2.489 0.00 0.00 0.00
H 6.851 -1.622 -0.709 0.00 0.00 0.00
H 6.194 -0.935 1.566 0.00 0.00 0.00
H 3.809 -0.505 2.087 0.00 0.00 0.00
C -1.204 -2.027 -3.390 -0.01 -0.02 0.02
As -2.230 -0.580 -2.680 -0.13 0.02 0.04
C -3.915 -0.470 -3.576 0.01 -0.01 -0.01
C -1.282 1.075 -2.849 0.03 0.01 0.01
S -2.745 -1.016 -0.587 0.13 -0.06 -0.24
H -0.966 -1.794 -4.429 -0.01 0.00 0.00
H -1.806 -2.932 -3.343 0.01 -0.01 0.00
H -0.293 -2.142 -2.809 0.01 0.00 0.01
H -3.732 -0.313 -4.639 0.00 0.00 0.00
H -4.490 0.359 -3.169 0.01 0.00 0.00
H -4.451 -1.405 -3.424 0.00 0.00 -0.01
H -1.147 1.269 -3.914 -0.01 0.01 0.00
H -0.311 0.992 -2.365 -0.01 -0.01 0.00
H -1.872 1.874 -2.405 -0.02 0.00 -0.01
Br -1.362 0.268 3.715 -0.01 0.08 0.05
C -1.820 -1.576 3.601 -0.10 -0.09 -0.03
C -2.145 -2.349 4.683 0.02 0.04 0.04
C -2.455 -3.681 4.416 -0.01 -0.01 -0.02
C -2.422 -4.155 3.110 0.00 0.01 0.00
C -2.082 -3.291 2.090 -0.01 0.00 0.00
N -1.786 -1.999 2.336 -0.06 -0.04 0.10
H -2.159 -1.944 5.685 0.00 0.00 0.00
H -2.723 -4.340 5.231 0.00 0.00 0.00
H -2.659 -5.184 2.883 0.00 0.00 0.01
H -2.047 -3.607 1.056 0.00 -0.01 0.00